The following is a quantum chemistry calculation of a molecular structure, C82H180F3N9O3S, from OMol25.

Structure (XYZ):
```
278
Properties=species:S:1:pos:R:3:forces:R:3
C 23.93746 11.41951 13.24029 -1.554 2.620 8.583
C 23.65860 10.47196 12.08289 -1.878 -5.154 -5.911
C 24.31625 9.13164 11.83223 -1.367 0.881 0.218
C 25.46250 9.06898 10.78659 0.619 1.315 1.615
N 25.81412 7.68363 10.44509 1.882 -0.923 -0.064
C 27.11307 7.71583 9.62314 0.698 -0.398 1.284
C 27.08277 6.50471 8.73481 -0.696 0.073 -1.322
C 25.70747 5.85328 8.96269 0.640 0.410 0.755
C 24.86967 6.97500 9.52543 -0.563 0.567 -0.028
C 26.11532 6.81023 11.66975 -1.840 0.090 -0.166
H 24.27981 11.51509 12.26944 2.758 1.393 -3.772
H 24.64623 11.35201 14.03573 0.676 -0.267 -0.203
H 23.25671 12.22799 13.29346 -0.461 0.774 0.390
H 22.79427 10.72967 11.46838 0.361 0.025 0.585
H 23.19250 10.51544 13.35927 0.523 0.568 -0.311
H 23.45288 8.64730 11.28171 0.965 -0.409 1.034
H 24.54084 8.70418 12.85938 0.022 -0.220 -1.459
H 26.41862 9.60416 11.06003 -0.937 -0.688 0.299
H 25.16389 9.60341 9.89064 -0.337 -0.259 -0.259
H 27.94474 7.65214 10.33474 -0.267 0.176 -0.034
H 27.23440 8.65824 9.12155 -0.444 0.380 -0.338
H 27.85919 5.79855 8.99870 0.323 0.063 -0.467
H 27.11457 6.86468 7.68006 0.477 -0.655 0.696
H 25.81228 5.02622 9.66586 -0.311 0.017 -0.123
H 25.28960 5.47318 8.07758 -0.540 -0.557 -1.170
H 23.99380 6.62247 10.07778 0.071 0.276 -0.124
H 24.59152 7.76295 8.77888 0.052 -0.942 0.395
H 26.28633 5.77281 11.37325 0.642 0.514 -0.156
H 25.16806 6.73006 12.23439 0.628 0.368 -0.022
H 26.91265 7.26629 12.24388 0.016 -0.104 0.038
C 7.97424 12.60455 10.07426 -0.001 2.538 0.829
C 8.97049 12.12331 9.07504 1.766 -3.690 1.708
C 8.42091 11.91195 7.69409 0.104 0.706 -1.184
C 9.21010 10.80577 7.05510 -0.518 -0.453 -0.307
N 8.95879 10.56291 5.54206 0.995 -0.513 1.747
C 10.11105 9.57559 5.23456 -1.529 0.159 -0.080
C 11.27648 10.46765 5.02996 2.644 -0.614 -1.023
C 10.81162 11.89459 4.76675 0.051 -0.485 -1.792
C 9.31366 11.71287 4.63713 -0.841 0.830 -0.492
C 7.59073 10.04567 5.33294 -1.260 0.338 1.848
H 7.01344 12.08822 10.11514 0.337 -0.341 -0.121
H 7.74787 13.63179 9.70717 -0.296 -0.286 0.700
H 8.39558 12.70966 11.12096 -0.457 -0.248 -1.255
H 9.29952 11.03307 9.50420 -0.529 2.153 -1.165
H 9.93791 12.66381 9.07283 -0.707 0.079 0.037
H 8.56705 12.75463 7.00909 -0.014 0.516 0.534
H 7.33878 11.80054 7.73493 -0.033 -0.624 -0.077
H 9.02992 9.85595 7.58525 -0.100 0.180 -0.556
H 10.27721 10.99402 7.15536 -0.064 0.239 0.005
H 9.86939 9.06838 4.31369 -0.345 -0.407 -0.066
H 10.21898 8.90734 6.08484 -0.169 -0.248 -0.309
H 11.87953 10.03771 4.17716 -0.567 0.644 0.830
H 11.94128 10.41900 5.88142 0.228 0.083 0.213
H 11.24350 12.28294 3.80960 -0.483 -0.241 0.836
H 11.11381 12.56042 5.53697 0.046 0.597 0.768
H 9.07301 11.34692 3.60300 -0.030 0.490 0.939
H 8.72758 12.63382 4.88696 0.276 -1.017 -0.313
H 7.24362 9.38165 6.17604 0.785 0.580 -0.844
H 7.58554 9.50172 4.44165 -0.166 -0.822 -1.463
H 6.83303 10.85782 5.28702 0.795 -0.289 -0.085
C 10.59765 20.33615 15.06892 -1.662 -1.905 -0.171
C 10.97604 19.58190 16.31067 1.471 -1.066 0.657
C 10.49010 18.08034 16.37928 0.233 0.702 -0.923
C 8.95650 17.96740 16.60228 1.130 -0.710 -2.345
N 8.41551 16.70490 17.23955 1.297 0.417 -1.293
C 6.96630 16.86090 17.50164 -0.084 0.236 0.964
C 6.70948 15.71730 18.45038 -0.768 -1.702 -0.568
C 8.03794 15.47030 19.25037 -0.586 0.746 -2.117
C 9.08652 16.35453 18.51873 -0.427 -0.452 0.796
C 8.62344 15.53919 16.29659 -0.041 0.689 0.386
H 10.89282 21.34184 15.12506 0.334 1.350 -0.036
H 9.49255 20.25436 14.96922 0.509 0.467 -0.247
H 11.04174 19.84567 14.20919 0.099 0.128 -0.298
H 10.69232 20.14740 17.19882 -0.187 -0.180 0.169
H 12.09762 19.51965 16.33973 -0.892 0.046 0.114
H 11.01308 17.60195 17.19397 0.336 -0.173 0.161
H 10.84569 17.62953 15.38604 -0.718 0.226 1.475
H 8.56015 17.99607 15.57876 -0.465 -0.136 0.338
H 8.56665 18.82862 17.07480 -0.395 0.668 1.094
H 6.48588 16.78996 16.53046 -0.401 0.226 0.194
H 6.77559 17.81937 18.01015 0.224 -0.159 -0.500
H 6.48776 14.83284 17.79753 0.170 0.489 0.794
H 5.80111 15.82626 19.05736 0.479 0.240 -0.041
H 8.30043 14.44716 19.12314 0.235 -0.834 0.348
H 7.87924 15.71056 20.26287 0.253 0.287 1.219
H 10.05629 15.88401 18.32620 -0.394 -0.082 -0.068
H 9.29555 17.26508 19.04118 -0.049 0.643 0.370
H 8.37551 14.61234 16.76669 -0.005 -0.426 0.569
H 9.65783 15.54960 16.01749 0.434 -0.063 -0.344
H 7.95604 15.64089 15.46855 -0.175 0.300 -0.709
C 13.92697 20.96161 8.88657 -1.255 -0.618 -0.081
C 15.17290 20.59747 9.67217 -0.807 0.274 0.106
C 16.20019 19.85754 8.84982 0.883 0.116 -0.535
C 17.11501 19.02729 9.73555 -0.095 -0.188 0.369
N 18.11868 18.18098 8.99207 1.338 1.772 -0.481
C 19.04419 17.43761 9.88676 -0.278 -0.716 -0.236
C 20.24116 17.11370 8.98691 -0.890 0.131 1.084
C 20.41328 18.37449 8.12365 0.779 -0.758 0.923
C 19.14487 19.13991 8.24889 -1.957 -0.285 0.324
C 17.47634 17.19244 8.08826 0.022 0.279 -0.202
H 13.12281 21.23548 9.60921 0.493 -0.092 -0.581
H 13.54762 20.08554 8.29910 0.279 0.665 0.478
H 14.05430 21.78748 8.19570 0.154 0.141 -0.120
H 14.81414 19.94023 10.45842 0.194 -0.053 0.384
H 15.52885 21.53600 10.12013 0.385 -0.473 0.047
H 16.81664 20.56614 8.28888 -0.092 0.071 -0.081
H 15.71082 19.22974 8.08729 0.017 0.083 0.444
H 16.53920 18.37486 10.36454 -0.566 -0.778 0.015
H 17.63953 19.61353 10.50241 0.301 0.201 -0.631
H 18.48621 16.54991 10.19330 0.302 0.112 0.483
H 19.33400 18.06960 10.73240 -0.234 -0.101 -0.161
H 20.07996 16.16538 8.46733 0.116 0.409 -0.272
H 21.03363 16.95652 9.66679 1.262 -0.242 0.429
H 20.61627 18.00981 7.16383 0.136 -0.002 -1.726
H 21.27893 18.97034 8.41856 -0.162 -0.078 0.118
H 18.64978 19.40331 7.32762 0.085 0.213 -0.344
H 19.20220 20.02289 8.88608 0.103 -0.117 -0.058
H 17.01504 17.65784 7.23771 -0.624 0.536 0.021
H 16.78975 16.65322 8.71892 -0.454 -0.321 -0.147
H 18.18008 16.52747 7.61157 0.519 -0.195 0.434
C 23.40555 24.13463 14.39907 0.107 -0.785 2.241
C 24.71107 24.87466 14.34801 -1.808 -3.363 -2.715
C 24.98241 26.00385 15.07596 1.499 3.784 -0.692
C 26.49751 26.41647 14.89188 -1.188 -0.296 0.287
N 26.86010 27.88574 14.76997 2.172 -1.055 1.984
C 28.47705 27.93508 14.91380 -0.465 0.912 -0.375
C 28.72692 28.67985 16.28460 -0.890 -3.518 -0.510
C 27.42124 28.47144 17.07707 -0.097 0.199 -0.412
C 26.35731 28.64448 15.98921 0.075 0.782 -0.094
C 26.45132 28.48924 13.53000 -2.181 -0.708 -1.327
H 23.24752 23.10067 13.91775 0.171 2.243 -0.029
H 22.49551 24.60670 14.96217 1.528 -0.515 -1.830
H 23.91756 23.75961 15.31260 -0.439 -0.993 0.955
H 25.56621 24.38684 13.94729 0.188 -0.832 -0.704
H 25.73211 16.27546 14.08304 -0.112 0.058 -0.011
H 24.34438 26.03867 15.91284 0.179 0.075 2.481
H 24.47067 26.80757 14.57845 -0.676 1.112 -0.861
H 26.75846 25.91699 13.96771 0.344 0.332 -0.333
H 27.12574 25.98942 15.63796 0.352 -0.130 0.775
H 28.86183 28.49445 13.98400 -0.522 -0.942 1.578
H 28.82889 26.89792 14.92294 -0.098 0.357 -0.202
H 28.72737 29.67254 15.99269 1.133 2.201 0.205
H 29.57057 28.17029 16.80781 -0.257 1.283 -0.544
H 27.32326 29.21267 17.90638 -0.074 -0.691 -0.675
H 27.33085 27.44835 17.46201 0.190 0.276 0.243
H 26.30820 29.69724 15.61668 -0.298 -0.732 0.683
H 25.38489 28.23573 16.29815 0.185 0.457 -0.377
H 26.84874 29.45593 13.29604 0.054 0.835 0.812
H 25.32710 28.46149 13.54070 1.063 0.434 -0.416
H 26.81932 27.91210 12.69574 -0.082 -0.646 -0.178
C 12.10922 7.60138 16.31759 1.824 3.495 3.764
C 13.14754 6.76371 16.80246 -2.322 0.697 -0.525
C 12.82144 5.59787 17.56408 -0.857 -1.980 -1.449
C 13.91535 4.56134 17.93972 -0.983 0.775 -0.943
N 13.54427 3.52286 19.07227 -1.193 1.527 -0.867
C 13.59484 4.06973 20.49938 0.084 1.160 0.556
C 14.94972 3.86764 20.92336 0.890 -0.608 0.086
C 15.68044 2.98697 19.99358 -0.093 0.895 0.738
C 14.55819 2.51069 18.95525 4.188 -1.082 1.354
C 12.18112 2.89077 18.90786 0.942 -0.385 0.869
H 11.99182 5.72982 11.69094 0.073 0.133 0.301
H 12.49486 8.57591 16.15182 1.702 0.749 -2.029
H 11.18137 8.08785 16.52898 -2.582 -2.275 -0.293
H 12.02556 8.36192 17.69444 0.100 -0.760 -0.857
H 14.07818 7.14011 16.59479 2.368 0.393 -0.332
H 12.16531 5.30791 16.68311 0.407 -1.644 1.034
H 12.01515 5.77499 18.23944 -0.300 0.376 1.409
H 14.88535 5.10324 18.04320 -0.617 -0.783 0.981
H 14.03837 3.97296 17.02070 0.039 -0.262 0.546
H 12.86607 3.76146 21.27294 -0.286 -1.440 -0.802
H 13.27250 5.10002 20.58157 0.113 1.019 -1.017
H 15.36800 4.23437 21.86490 -0.259 -0.132 -0.451
H 19.41815 5.60696 20.55276 -0.331 -0.140 -0.090
H 16.31037 2.30790 20.63936 -0.745 -0.157 -1.371
H 16.38335 3.64973 19.52459 1.349 0.492 -0.719
H 14.36292 1.64007 19.50532 -1.648 -1.536 0.134
H 14.89713 2.20969 17.92219 -0.532 0.836 1.158
H 12.09134 2.43425 17.92526 -0.355 0.414 -0.059
H 11.47236 3.62677 19.25818 -0.564 0.003 -0.654
H 12.23201 2.09658 19.66842 -0.440 0.121 -0.430
C 7.87246 27.07049 14.15086 1.832 -1.367 -1.276
C 6.80834 27.32766 13.12570 -3.659 2.022 1.909
C 6.84617 26.77852 11.72299 -0.795 -0.914 -0.299
C 6.84339 25.24981 11.66863 0.026 -0.407 0.819
N 7.07548 24.69056 10.32193 0.739 -0.538 -2.021
C 7.21109 23.13372 10.35699 -0.825 1.367 1.226
C 8.18619 22.83819 9.29304 1.020 0.247 -1.664
C 9.28792 23.91699 9.43598 0.147 -0.540 1.167
C 8.46809 25.16072 9.75680 -0.123 0.615 1.517
C 5.99348 25.07682 9.26699 2.076 0.512 -0.200
H 8.82171 27.21886 13.59861 0.019 0.418 0.651
H 7.99959 26.04455 14.51419 -0.549 -0.053 0.026
H 7.80506 27.72152 15.00368 -0.022 0.321 0.147
H 6.72399 28.46380 13.16523 0.174 -1.260 -0.942
H 5.77617 27.10331 13.57893 1.274 -0.122 -0.566
H 7.69281 27.18751 11.21562 0.698 0.147 -0.475
H 5.95761 27.02176 11.11379 0.277 0.688 0.601
H 5.92205 24.78204 11.99944 -0.640 0.465 0.075
H 7.55020 24.76791 12.34824 0.539 0.323 -0.226
H 6.18854 22.68428 10.39209 0.947 0.307 -0.356
H 7.73604 22.94817 11.30229 -0.423 -0.131 0.041
H 7.86639 23.00648 8.27952 -1.019 -0.004 -0.424
H 8.48047 21.80604 9.25611 0.515 -0.439 0.475
H 9.89639 24.05474 8.52633 -0.227 -0.208 0.538
H 9.93829 23.72309 10.34348 -0.461 0.030 -1.224
H 8.25929 25.86589 8.95367 0.195 -0.275 -0.087
H 8.96328 25.71531 10.59038 -0.519 -0.304 -0.832
H 6.19868 26.13268 8.96966 -0.631 -0.660 0.642
H 5.00457 24.90013 9.67228 -0.051 -0.053 -0.142
H 6.26711 24.52196 8.34238 -0.653 -0.022 0.807
C 25.18028 20.39265 24.16186 3.294 3.511 -0.927
C 25.34171 18.98259 23.90782 7.272 1.056 -2.761
C 26.72635 18.75621 23.38704 -4.182 -3.161 -0.534
C 26.71371 17.39112 26.47957 -1.572 4.327 1.898
N 27.64344 16.49940 26.32400 4.120 -5.740 -4.567
C 27.57937 17.20883 28.05090 -1.955 -0.829 2.733
C 28.52756 18.25455 27.96100 -1.966 4.541 1.053
C 29.40604 18.14777 26.79922 1.590 -4.255 3.730
C 29.00600 16.94463 25.90598 0.077 -0.038 -0.593
C 27.36834 14.96233 26.11814 0.161 2.130 -0.877
H 26.14335 21.03174 23.42437 -3.569 -1.278 -0.086
H 26.07154 20.95762 24.62982 -2.062 -0.787 1.958
H 24.18184 20.79928 23.96382 0.778 0.553 0.704
H 24.45792 18.39031 23.78417 0.132 -0.632 -0.511
H 19.90858 14.77549 28.35825 0.093 0.063 -0.063
H 27.75530 19.16287 23.44386 -1.361 1.206 0.753
H 26.80126 18.07871 22.49777 -0.268 -0.539 1.414
H 25.67906 17.16500 26.64703 -0.256 -0.634 -0.257
H 26.88095 18.48777 26.26294 -0.020 -1.559 -0.228
H 27.84693 16.22936 28.51738 0.089 -0.103 -1.168
H 26.59236 17.32130 28.46037 -0.425 0.991 1.639
H 28.79817 18.56561 29.99344 0.473 -0.702 -0.582
H 28.50566 19.04725 28.90322 -0.045 -1.096 -2.082
H 29.99493 17.46110 27.62430 0.950 1.785 -1.863
H 29.89720 18.99860 26.39918 0.404 0.487 -0.224
H 29.69240 16.06683 25.90395 -0.583 0.605 0.630
H 29.10303 17.26460 24.85574 -0.886 0.058 0.124
H 27.15116 14.94078 25.01639 0.070 -0.490 1.003
H 26.47898 14.66229 26.71147 0.792 0.147 -0.285
H 28.32359 14.42969 26.33620 -1.032 0.371 0.062
C 10.77485 16.07126 25.03537 0.449 -0.632 -0.811
C 10.88629 17.57376 25.11904 -1.291 0.092 -1.419
C 11.99316 18.00556 25.99720 0.776 -1.571 1.102
C 11.97676 19.49513 26.22012 0.730 0.144 -1.481
N 12.71119 19.93701 27.45959 -0.636 -0.341 -0.164
C 12.60664 21.47061 27.58461 -1.294 -0.939 -0.577
C 13.93480 21.91046 28.04784 1.435 0.621 1.406
C 14.91607 21.07420 27.25597 -2.614 -0.781 -1.067
C 14.22564 19.71014 27.33401 0.060 -1.655 -0.612
C 12.13562 19.12664 28.65020 3.359 1.325 0.155
H 11.70346 15.54898 24.76936 -0.026 0.280 0.001
H 10.03306 15.77371 24.30218 -0.148 -0.017 -0.155
H 10.44995 15.65344 25.97207 -0.123 -0.076 0.537
H 9.87569 17.86972 25.45215 0.523 0.502 0.179
H 11.03816 18.07796 24.13429 -0.256 -0.602 0.321
H 12.91477 17.50450 25.62264 -0.075 1.191 -0.335
H 11.93723 17.39953 26.90146 -0.563 0.438 0.504
H 10.93660 19.87313 26.13323 0.553 -0.107 0.950
H 12.46475 19.94787 25.32877 0.039 0.051 0.702
H 11.73263 21.62973 28.21036 0.105 0.521 0.034
H 12.41372 21.77590 26.55141 -0.105 0.316 0.292
H 14.06452 21.73433 29.11399 -0.111 -0.274 0.219
H 14.22286 22.94887 27.95574 -0.685 0.443 -0.324
H 15.85518 20.97261 27.69454 1.699 0.243 0.430
H 14.90957 21.47924 26.23938 0.530 -0.281 0.029
H 14.54668 19.19933 28.24461 -0.122 0.154 0.013
H 14.37392 18.95214 26.51310 0.015 1.084 0.658
H 12.65237 18.16805 28.63755 -0.171 0.148 0.180
H 11.10931 18.99975 28.66463 -2.088 0.024 -0.585
H 12.43142 19.69790 29.53362 0.005 -0.261 0.032
C 16.36999 15.72893 15.35821 5.399 -0.344 1.330
F 16.84383 16.74200 14.80882 0.388 3.166 -2.607
F 16.30155 14.69475 14.68325 -1.959 -2.905 -2.235
F 15.74510 15.95882 16.38727 -4.069 0.246 3.249
S 13.84817 17.70780 12.52565 2.901 -0.339 -0.375
O 13.69790 16.74798 13.58656 -0.908 -0.180 -0.011
O 13.43997 19.05854 12.60889 -1.464 1.557 1.054
O 14.15369 17.32444 11.17553 -0.265 -1.176 -0.433
```
Forces are in eV/Å.

Summary:
**Net charge**: +8
**HOMO-LUMO gap**: 0.883 eV
**HOMO**: -12.73 eV
**Multiplicity**: 1
**Lowest unoccupied orbital energy**: -0.435 hartree